[1]
The following is a quantum chemistry calculation of one molecule with the formula C4H4O2S at a distorted geometry, from the Open Molecules 2025 dataset.

Calculated values
Kohn-Sham gap   0.3057 Eh
LUMO level   -1.35 eV
Highest occupied orbital energy   -0.355 Eh
Charge   0
Energy above the lowest of the compared OMol25 structures with the same formula, charge and spin   1.9719 eV

The geometry in XYZ format:
```
11
Properties=species:S:1:pos:R:3:mulliken_charge:R:1
C -2.95528 -0.49896 -0.22773 -0.67
C -1.84457 0.03542 0.27464 0.05
O -0.59881 -0.57718 0.12126 -0.24
C 0.56062 0.12025 0.02238 0.39
S 0.76728 1.76172 -0.06794 -0.23
C 1.76332 -0.78819 -0.06308 -0.02
O 1.67041 -2.00288 0.03566 -0.44
H -3.92282 -0.02456 -0.07812 0.26
H -2.91900 -1.43684 -0.78840 0.25
H -1.84829 0.95388 0.84889 0.31
H 2.69623 -0.25069 -0.18799 0.36
```

[2]
The following is a quantum chemistry calculation of a 2-piece molecular cluster, C5H13NO overall at a distorted geometry, from the Open Molecules 2025 dataset.

Calculated values
Kohn-Sham gap   0.3804 Eh
LUMO level   0.69 eV
Highest occupied orbital energy   -0.355 Eh
Charge   0
Energy above the lowest of the compared OMol25 structures with the same formula, charge and spin   0.3797 eV

The geometry in XYZ format:
```
20
Properties=species:S:1:pos:R:3:mulliken_charge:R:1
C 0.62340 2.01435 -1.72649 -1.22
C -0.57357 1.31044 -1.02949 0.04
C -1.00422 1.91098 0.29055 0.56
N -0.00534 2.08325 1.18959 -0.37
O -2.15793 2.21517 0.51542 -0.63
H 1.44241 1.33387 -1.86628 0.34
H 0.91628 2.92788 -1.21807 0.38
H 0.27973 2.34695 -2.70033 0.31
H -1.42447 1.09279 -1.64864 0.36
H -0.18978 0.31597 -0.76102 -0.25
H -0.17825 2.38893 2.13232 0.22
H 0.93799 1.79471 1.04248 0.18
C 0.88364 -3.02268 0.64297 -0.90
C -0.52611 -2.43511 0.81816 -0.35
H 1.55644 -2.23876 0.86973 0.28
H 1.07735 -3.83490 1.34486 0.31
H 1.02686 -3.41664 -0.35913 0.27
H -1.33168 -3.07636 0.45948 0.31
H -0.78465 -2.12920 1.82525 0.29
H -0.56811 -1.58164 0.17864 -0.15
```

[3]
The following is a quantum chemistry calculation of C32H43Cl2MnN5O5P2Te as an isolated structure at a distorted geometry, from the Open Molecules 2025 dataset.

Calculated values
Kohn-Sham gap (alpha / beta)   0.2663 / 0.2632 Eh
LUMO level (alpha / beta)   0.38 / 0.29 eV
2S+1   6
Highest occupied orbital energy (alpha / beta)   -0.252 / -0.252 Eh
Charge   0
Energy above the lowest of the compared OMol25 structures with the same formula, charge and spin   0.0000 eV

The geometry in XYZ format:
```
91
Properties=species:S:1:pos:R:3:mulliken_charge:R:1
Mn 0.34092 -0.02086 0.86168 1.39
Cl 0.43281 -5.78708 -5.23110 -0.26
C 0.45451 -4.13943 -5.58403 0.28
C 1.59707 -3.60042 -6.14134 -0.57
C 1.65930 -2.28865 -6.56940 -0.51
C 0.52268 -1.46159 -6.41334 -0.64
C -0.62832 -1.97646 -5.85051 0.78
Cl -1.94044 -0.85397 -5.79386 -0.17
C -0.71485 -3.30371 -5.30187 -0.16
N -1.88328 -3.85035 -4.84647 0.07
C -2.92065 -3.13784 -4.23987 -0.94
C -4.12441 -3.06677 -4.94663 -0.36
C -5.29995 -2.57292 -4.30498 -0.62
C -5.26595 -2.16723 -3.00525 -0.79
C -4.05021 -2.12904 -2.28671 -0.56
C -2.84599 -2.50319 -2.91476 1.05
C -1.47992 -2.26469 -2.33027 -0.12
C -1.27971 -1.61049 -0.92040 0.28
O -2.17172 -1.44625 -0.05235 -0.61
O -0.05113 -1.23172 -0.70533 -0.86
H 2.45370 -4.20161 -6.31522 0.43
H 2.59921 -1.88809 -6.96697 0.34
H 0.54892 -0.42028 -6.66668 0.42
H -1.79590 -4.83605 -4.69689 0.23
H -4.15179 -3.40270 -5.97011 0.45
H -6.25723 -2.64011 -4.80511 0.37
H -6.17965 -1.96088 -2.53055 0.48
H -4.03407 -1.74042 -1.30121 0.60
H -0.89188 -1.61930 -3.01065 0.04
H -0.98585 -3.22821 -2.25978 0.47
C -0.34900 -2.51174 2.52870 -0.85
N -0.24007 -1.01734 2.72510 1.61
C 0.76639 -0.79875 3.79427 -0.90
N 0.32245 -1.44635 5.04141 0.18
C 0.12842 -2.85506 4.86087 -0.66
N -0.80146 -3.13170 3.72595 0.06
C -2.12793 -2.58186 4.10198 -0.59
N -2.02239 -1.12772 4.39361 0.10
C -1.53662 -0.45588 3.14240 -0.71
C -1.00822 -0.93451 5.41181 -0.77
H 0.66295 -2.83166 2.30271 0.35
H -1.06447 -2.63854 1.69249 0.12
H 0.84065 0.27979 3.95605 0.26
H 1.75181 -1.28780 3.53656 0.18
H -0.25636 -3.31564 5.80208 0.33
H 1.09940 -3.35355 4.66196 0.30
H -2.51700 -3.15533 4.95901 0.28
H -2.83230 -2.80998 3.29400 0.31
H -1.48368 0.61828 3.31291 0.29
H -2.24080 -0.59660 2.31397 -0.05
H -1.32710 -1.40429 6.30361 0.40
H -0.93429 0.16092 5.52018 0.34
C -2.30890 1.73852 -1.23847 -1.21
P -0.69762 2.04214 -0.51368 0.99
C 0.32300 2.06131 -2.05961 -1.25
C -0.74238 3.81728 -0.03875 0.21
C -1.74769 4.34522 0.71149 -0.39
C -1.78579 5.69684 0.99333 -0.50
C -0.81265 6.58358 0.51708 -0.59
C 0.17468 6.03220 -0.30617 -0.65
C 0.23598 4.66304 -0.52688 -0.37
H -2.90992 1.09801 -0.56518 0.32
H -2.24786 1.16084 -2.20524 0.29
H -2.95923 2.65284 -1.33430 0.45
H 0.12477 2.98453 -2.67323 0.46
H 0.02792 1.13647 -2.58756 0.21
H 1.37757 2.01938 -1.78138 0.36
H -2.56105 3.72390 1.09808 0.36
H -2.68944 5.95984 1.54942 0.36
H -0.79012 7.66886 0.64891 0.39
H 0.91805 6.66719 -0.76823 0.40
H 1.06039 4.22630 -1.07812 0.35
C 2.56404 4.59980 3.26647 -1.02
C 3.53439 3.90216 2.28150 -0.19
O 2.90007 2.67248 1.77857 0.05
P 3.47106 1.25906 1.41564 -0.95
O 2.19917 0.44379 1.23584 -0.25
Te 4.92265 1.40080 -0.45165 -0.35
O 4.16925 0.78946 2.76862 -0.08
C 5.59769 0.54844 3.06054 -0.27
C 6.16540 -0.66959 2.32382 -0.98
H 3.12098 5.35853 3.85970 0.39
H 2.17740 3.89061 4.04301 0.24
H 1.74133 5.06174 2.74104 0.20
H 4.41814 3.59121 2.84829 0.23
H 3.78489 4.52890 1.35971 0.27
H 5.77516 0.44232 4.14664 0.32
H 6.07836 1.47958 2.70422 0.30
H 5.58676 -1.52667 2.63833 0.27
H 7.20676 -0.90150 2.63964 0.37
H 6.11017 -0.60386 1.21682 0.17
```